No. 1
This record from the Open Molecules 2025 dataset describes a molecular structure, C19H23Br21I2N4O4S2. The level of theory is ωB97M-V with the def2-TZVPD basis set.

Frontier orbital gap: 7.1336 eV
Multiplicity: 1
Total energy: -56703.60324 hartree

The geometry in XYZ format:
```
75
C19H23Br21I2N4O4S2 ωB97M-V with the def2-TZVPD basis set
C -0.715 2.158 -3.340
C -0.633 0.686 -3.695
C -1.983 0.062 -4.115
O -3.018 1.054 -4.153
C -4.170 0.684 -3.511
O -5.201 0.710 -4.129
C -4.194 0.199 -2.058
S -3.939 1.474 -0.789
C -2.161 1.427 -0.325
N -1.630 2.616 -0.138
N -0.336 2.614 0.110
C 0.265 1.429 0.125
C 1.793 1.430 0.352
I 2.504 3.485 0.305
C 2.204 0.846 1.714
C 1.974 -0.655 1.876
I 1.376 1.967 3.369
N -0.293 0.228 -0.043
N -1.593 0.233 -0.281
O 0.298 0.424 -4.767
C 1.544 0.916 -4.497
O 2.005 1.816 -5.142
C 2.347 0.332 -3.348
S 2.733 -1.425 -3.701
H -1.532 2.391 -2.667
H 0.194 2.507 -2.840
H -0.818 2.725 -4.265
H -0.291 0.086 -2.842
H -2.216 -0.771 -3.454
H -1.902 -0.345 -5.124
H -3.540 -0.655 -1.879
H -5.205 -0.166 -1.896
H 2.270 0.949 -0.497
H 3.278 0.995 1.799
H 0.944 -0.961 1.756
H 2.271 -0.908 2.897
H 2.662 -1.199 1.223
H 1.806 0.390 -2.403
H 3.266 0.895 -3.232
H 1.731 -1.750 -4.540
C -4.239 0.222 3.388
Br -3.633 0.868 1.626
Br -4.690 1.669 4.581
Br -5.696 -1.018 3.182
H -3.424 -0.319 3.846
C 0.096 -4.262 0.625
Br 0.544 -4.352 2.494
Br -0.608 -2.527 0.163
Br 1.581 -4.736 -0.505
H -0.683 -4.990 0.449
C -0.797 -1.418 5.904
Br 1.004 -1.070 6.489
Br -2.083 -0.326 6.836
Br -0.967 -1.233 3.995
H -1.018 -2.448 6.145
C 1.222 7.705 0.603
Br -0.001 6.221 0.617
Br 1.751 8.207 2.386
Br 2.750 7.350 -0.521
H 0.700 8.548 0.176
C 1.606 -6.478 -4.748
Br 2.894 -5.328 -3.894
Br 2.303 -8.253 -5.014
Br -0.070 -6.505 -3.796
H 1.408 -6.064 -5.725
C -1.669 3.762 5.805
Br 0.132 4.086 6.412
Br -2.957 4.813 6.777
Br -1.830 4.012 3.906
H -1.889 2.722 6.007
C 5.301 -5.568 2.090
Br 4.379 -3.886 2.268
Br 4.068 -7.042 1.968
Br 6.538 -5.546 0.614
H 5.881 -5.710 2.990
```


No. 2
This record from the Open Molecules 2025 dataset describes a molecular structure, C19H23Cl5NOsP. The level of theory is ωB97M-V with the def2-TZVPD basis set.

Charge: +2
Frontier orbital gap (spin up / spin down): 7.5123 / 5.2268 eV
Energy relative to the best compared isomer or geometry (same formula, charge and spin): 13.6 kcal per mole
Multiplicity: 5
⟨S²⟩: 6.046
Total energy: -3524.77210 hartree

The geometry in XYZ format:
```
50
C19H23Cl5NOsP ωB97M-V with the def2-TZVPD basis set
C 1.182 2.675 -2.721
C -0.142 2.446 -2.358
C -0.475 1.420 -1.471
C 0.532 0.642 -0.870
C 1.876 0.903 -1.230
C 2.189 1.892 -2.158
C -1.922 1.165 -1.173
C -2.229 -0.294 -0.834
N -1.615 -1.234 -1.846
Os 0.098 -0.771 0.555
C 2.978 0.103 -0.609
P 2.262 -1.077 0.650
H -0.949 3.051 -2.775
H 3.238 2.040 -2.416
H 1.434 3.457 -3.436
H 3.712 0.744 -0.096
H 3.525 -0.494 -1.354
H -2.253 1.784 -0.321
H -2.548 1.463 -2.030
H -1.978 -0.627 0.195
C 3.288 -0.723 2.110
C 2.881 -2.679 0.053
H -3.312 -0.464 -0.875
C -2.732 -1.722 -2.752
C -0.897 -2.446 -1.393
H 0.753 -1.385 2.022
H -3.491 -2.225 -2.142
H -3.162 -0.861 -3.274
H -2.307 -2.417 -3.482
H -0.717 -3.047 -2.291
H 0.114 -2.207 -0.980
H -1.524 -2.996 -0.686
H 3.554 -2.532 -0.800
H 3.412 -3.164 0.880
H 2.033 -3.302 -0.250
H 4.075 -0.001 1.866
H 2.652 -0.315 2.900
H 3.729 -1.668 2.447
H -1.081 -0.726 -2.586
Cl -2.414 -1.628 2.469
C -1.821 -0.030 2.774
C -0.633 0.391 2.119
C -0.122 1.662 2.488
Cl 1.409 2.178 1.892
C -0.827 2.530 3.345
Cl -0.215 4.089 3.674
C -2.057 2.118 3.912
Cl -2.938 3.171 4.912
C -2.541 0.815 3.638
Cl -4.024 0.298 4.309
```


No. 3
This record from the Open Molecules 2025 dataset describes a single C19H23ClN2O4S2 molecule. The level of theory is ωB97M-V with the def2-TZVPD basis set.

Frontier orbital gap: 8.7863 eV
Energy relative to the best compared isomer or geometry (same formula, charge and spin): 5.2 kcal per mole
Multiplicity: 1
Total energy: -2404.85940 hartree

The geometry in XYZ format:
```
51
C19H23ClN2O4S2 ωB97M-V with the def2-TZVPD basis set
C -4.236 -4.340 -0.397
O -4.767 -3.157 0.152
C -4.066 -2.000 0.000
C -2.842 -1.882 -0.647
C -2.210 -0.651 -0.737
C -2.793 0.488 -0.196
N -2.179 1.752 -0.287
C -1.175 2.007 -1.297
C 0.222 1.472 -0.942
O 0.732 0.536 -1.527
N 0.799 2.118 0.085
C 2.123 1.770 0.552
C 3.208 2.449 -0.282
S 4.873 2.045 0.330
C 5.277 0.571 -0.688
C 4.305 -0.542 -0.481
C 3.461 -0.952 -1.506
C 2.527 -1.949 -1.285
C 2.419 -2.546 -0.043
C 3.268 -2.139 0.975
Cl 3.142 -2.875 2.538
C 4.209 -1.148 0.768
S -2.242 2.767 1.036
C -1.681 1.736 2.415
O -1.269 3.805 0.812
O -3.582 3.188 1.297
C -4.027 0.371 0.445
C -4.648 -0.854 0.546
H -4.960 -5.121 -0.167
H -3.273 -4.596 0.055
H -4.120 -4.263 -1.483
H -2.359 -2.739 -1.086
H -1.258 -0.600 -1.238
H -1.498 1.549 -2.234
H -1.121 3.090 -1.422
H 0.344 2.953 0.441
H 2.221 2.069 1.598
H 2.230 0.685 0.473
H 3.115 3.533 -0.220
H 3.142 2.135 -1.323
H 6.279 0.296 -0.359
H 5.311 0.891 -1.729
H 3.524 -0.486 -2.477
H 1.868 -2.249 -2.084
H 1.686 -3.316 0.142
H 4.853 -0.827 1.572
H -2.420 0.964 2.582
H -1.595 2.377 3.283
H -0.722 1.310 2.150
H -4.497 1.251 0.852
H -5.602 -0.948 1.039
```


No. 4
This record from the Open Molecules 2025 dataset describes a molecular structure, C19H23F3N2ORuS. The level of theory is ωB97M-V with the def2-TZVPD basis set.

Charge: +1
Frontier orbital gap (spin up / spin down): 8.0273 / 7.6831 eV
Energy relative to the best compared isomer or geometry (same formula, charge and spin): 0.0 kcal per mole
Multiplicity: 2
⟨S²⟩: 0.758
Total energy: -1715.07356 hartree

The geometry in XYZ format:
```
50
C19H23F3N2ORuS ωB97M-V with the def2-TZVPD basis set
Ru -0.076 -0.017 0.049
C 3.119 0.527 2.148
C 2.882 1.855 1.423
C 2.417 2.929 2.398
C 1.966 1.685 0.227
C 2.401 0.938 -0.878
C 1.671 0.876 -2.057
C 0.431 1.514 -2.175
C -0.350 1.460 -3.450
C -0.045 2.214 -1.059
C 0.718 2.313 0.107
H 3.794 0.679 2.991
H 3.567 -0.222 1.495
H 2.175 0.141 2.532
H 3.842 2.172 1.001
H 1.503 2.624 2.913
H 2.231 3.883 1.902
H 3.183 3.095 3.155
H 3.357 0.432 -0.824
H 2.047 0.295 -2.889
H 0.083 2.152 -4.176
H -1.390 1.742 -3.293
H -0.316 0.463 -3.890
H -0.981 2.756 -1.124
H 0.335 2.919 0.916
F 1.060 -5.220 -2.330
C -0.070 -4.880 -1.693
F -0.673 -6.017 -1.322
F -0.863 -4.267 -2.573
C 0.233 -4.020 -0.493
C 0.673 -4.626 0.672
C 0.982 -3.864 1.790
C 0.848 -2.494 1.710
N 0.453 -1.907 0.580
C 0.118 -2.632 -0.514
S -0.450 -1.509 -1.720
H 0.763 -5.704 0.706
H 1.323 -4.325 2.705
H 1.078 -1.838 2.538
N -1.422 0.119 4.037
C -1.251 0.005 2.724
O -0.187 0.389 2.192
C -2.310 -0.620 1.869
C -2.098 -0.148 0.433
H -0.700 0.537 4.602
H -2.279 -0.170 4.476
H -3.305 -0.377 2.253
H -2.197 -1.705 1.956
H -2.517 0.857 0.317
H -2.613 -0.799 -0.268
```


No. 5
This record from the Open Molecules 2025 dataset describes a molecular structure, C19H23F4N8OSV. The level of theory is ωB97M-V with the def2-TZVPD basis set.

Charge: +3
Frontier orbital gap (spin up / spin down): 6.1180 / 7.5806 eV
Multiplicity: 2
⟨S²⟩: 1.137
Total energy: -2991.78172 hartree

The geometry in XYZ format:
```
57
C19H23F4N8OSV ωB97M-V with the def2-TZVPD basis set
V -0.702 0.203 -0.229
C -2.662 -1.220 -1.915
N -2.012 -1.391 -0.588
C -1.328 -2.708 -0.543
C -3.058 -1.286 0.480
C -3.105 0.181 0.940
N -1.695 0.463 1.200
C -1.274 0.572 2.524
C -0.325 -0.345 2.992
F 0.011 -1.340 2.141
C 0.122 -0.331 4.293
F 1.016 -1.225 4.680
C -0.382 0.610 5.179
C -1.344 1.510 4.750
F -1.838 2.396 5.583
C -1.797 1.494 3.437
F -2.694 2.365 3.002
H -3.327 -2.064 -2.115
H -1.920 -1.193 -2.709
H -3.261 -0.311 -1.940
H -2.042 -3.523 -0.679
H -0.835 -2.854 0.418
H -0.593 -2.780 -1.346
H -2.765 -1.909 1.326
H -4.034 -1.623 0.128
H -3.734 0.295 1.821
H -3.492 0.838 0.159
H -0.057 0.622 6.213
C 1.062 0.509 -5.658
C 0.215 1.300 -4.745
N -0.438 2.375 -5.045
N -1.075 2.760 -3.919
C -0.847 1.951 -2.899
S -1.438 2.082 -1.292
N -0.027 1.003 -3.400
N 0.471 -0.050 -2.627
H 1.146 1.055 -6.595
H 0.622 -0.467 -5.875
H 2.063 0.353 -5.252
H -1.646 3.598 -3.940
H 0.343 -0.915 -3.151
H 1.480 0.067 -2.535
N 4.889 -1.915 1.939
C 3.896 -1.760 1.061
O 3.500 -2.610 0.286
C 3.172 -0.421 1.036
C 3.599 0.802 1.541
C 2.772 1.918 1.401
C 1.538 1.779 0.804
N 1.135 0.593 0.288
C 1.963 -0.456 0.370
H 5.372 -2.802 1.953
H 5.205 -1.211 2.581
H 4.562 0.912 2.027
H 3.077 2.888 1.768
H 0.857 2.618 0.736
H 1.657 -1.407 -0.060
```